Record 1
Molecular formula: C43H64AsNOPReSSi4
Method: DFT, the ωB97M-V functional and the def2-TZVPD basis

```
117
Properties=species:S:1:pos:R:3:forces:R:3:lowdin_spin:R:1
Re 0.188315 2.142964 -1.293395 -1.043 0.630 -0.235 0.9225
O 2.080471 2.375095 -2.056044 0.021 -0.284 0.148 0.0264
C 2.675328 3.691615 -2.134640 -0.119 0.095 0.038 0.0014
C 1.543489 4.676950 -2.234843 -0.089 -0.078 0.125 0.0012
C 1.757185 5.962311 -2.694128 0.014 -0.056 0.054 0.0004
C 0.692456 6.847512 -2.723809 0.030 0.055 -0.015 0.0013
C -0.552997 6.414918 -2.297566 -0.061 0.009 0.031 0.0001
C -0.694409 5.117689 -1.854766 0.096 0.024 -0.016 0.0029
N 0.329953 4.249698 -1.814142 0.411 -0.050 -0.265 0.0026
H 2.742639 1.654831 -2.019705 -0.102 0.007 -0.082 0.0020
H 3.322082 3.726764 -3.010183 -0.030 0.024 -0.016 -0.0003
H 3.271438 3.859357 -1.234845 -0.024 0.031 0.015 0.0003
H 2.743864 6.264851 -3.018202 0.000 -0.004 -0.021 0.0000
H 0.833145 7.860424 -3.075775 0.002 0.002 -0.014 0.0001
H -1.407501 7.076346 -2.307313 -0.007 -0.001 0.007 0.0000
H -1.639089 4.734603 -1.504286 -0.008 0.021 0.033 0.0001
C -1.698176 5.167425 1.916923 -0.018 -0.042 -0.019 0.0001
Si -1.738129 3.337725 2.295629 -0.028 -0.130 -0.007 0.0112
C -1.269075 2.998153 4.074940 -0.058 0.104 -0.033 0.0010
C -3.381051 2.544903 1.890709 0.029 0.004 -0.013 0.0035
Si 0.051321 2.438120 0.956665 0.402 -0.226 0.126 -0.0173
Si 2.240922 2.706098 1.906640 0.016 -0.099 -0.087 0.0186
C 2.373979 2.202470 3.701617 -0.027 0.092 -0.034 0.0073
C 2.458184 4.560918 1.697662 0.041 -0.043 0.026 0.0005
C 3.506993 1.719274 0.914124 -0.036 0.054 -0.001 0.0004
Si -0.306186 -1.936581 4.154694 -0.036 -0.367 -0.098 -0.0001
C -1.800727 -1.013720 3.522615 -0.002 0.037 0.110 -0.0003
C -0.126738 -2.010776 6.001233 0.104 0.183 -0.047 0.0000
C 1.220668 -1.575121 3.155311 -0.046 0.106 -0.003 -0.0004
H -2.470520 5.655239 2.518261 0.006 0.019 0.004 0.0003
H -1.914772 5.381261 0.869141 -0.015 -0.008 -0.001 0.0000
H -0.743478 5.629117 2.172778 0.017 -0.014 -0.008 -0.0001
H -2.125956 3.252279 4.705355 0.005 -0.005 0.017 0.0003
H -0.430721 3.609286 4.408462 0.018 0.012 -0.011 0.0000
H -1.027033 1.950152 4.256325 0.002 -0.020 -0.003 -0.0001
H -4.185237 3.269533 2.040019 -0.004 0.004 0.032 0.0006
H -3.577944 1.700029 2.552723 0.012 -0.028 -0.014 0.0000
H -3.424895 2.199739 0.858806 0.012 0.030 0.034 -0.0001
H 1.606208 2.642750 4.334695 -0.019 0.016 0.009 0.0000
H 3.342041 2.543034 4.079626 0.018 -0.020 -0.006 0.0014
H 2.342473 1.119129 3.817215 -0.010 -0.032 -0.007 0.0000
H 1.895001 5.112269 2.453049 -0.023 -0.001 -0.002 -0.0001
H 2.135703 4.921658 0.717956 -0.003 0.000 -0.012 -0.0004
H 3.511039 4.826932 1.823715 0.005 0.006 0.016 0.0004
H 3.886105 0.891246 1.516128 -0.007 0.000 0.020 0.0000
H 4.369985 2.333051 0.645858 0.002 0.021 0.003 0.0000
H 3.091375 1.274786 0.009204 0.018 -0.031 0.025 0.0008
H -2.425594 -0.672878 4.349589 -0.003 0.005 0.007 0.0000
H -2.430203 -1.590858 2.849112 0.022 0.032 -0.013 0.0000
H -1.457544 -0.134717 2.969277 0.012 0.024 0.024 -0.0007
H -0.997753 -1.572711 6.490467 -0.016 -0.023 0.001 0.0000
H 0.754377 -1.448170 6.318176 -0.018 0.033 0.006 0.0000
H -0.008611 -3.025991 6.378585 0.028 0.002 -0.005 0.0000
H 1.067813 -0.681225 2.544400 0.014 0.040 0.041 -0.0008
H 1.481327 -2.396802 2.489280 -0.041 0.040 -0.033 0.0000
H 2.075375 -1.406026 3.812859 0.013 -0.022 -0.002 0.0000
C -4.272525 1.295183 -1.547015 -0.026 -0.015 0.007 0.0014
S -3.136730 2.664323 -1.840603 0.406 -0.262 -0.085 0.0087
C -4.281213 4.059324 -1.838206 0.000 0.047 0.143 0.0018
H -4.916226 1.149358 -2.411882 0.002 0.025 -0.008 -0.0001
H -4.879348 1.480393 -0.662507 0.006 0.001 0.007 0.0002
H -3.677530 0.396763 -1.390423 0.011 0.003 -0.024 0.0000
H -4.729839 4.198569 -0.856323 0.006 -0.011 0.008 0.0002
H -5.056202 3.885552 -2.581627 0.018 -0.028 -0.017 -0.0001
H -3.731638 4.955263 -2.119314 -0.023 0.002 -0.015 0.0001
C -0.713536 -1.455390 -0.649269 -0.064 -0.017 -0.113 -0.0017
C -0.707266 -2.866006 -1.225713 -0.064 -0.046 0.020 -0.0003
As -1.859068 -4.155632 -0.251328 -0.047 0.015 0.093 0.0000
C -0.809408 -4.284106 1.418664 0.108 0.105 -0.071 0.0000
C 0.517918 -4.731618 1.451294 -0.007 -0.046 0.009 0.0000
C 1.220138 -4.886960 2.643969 -0.051 -0.022 0.042 0.0000
C 0.602096 -4.576211 3.839587 0.032 -0.103 0.044 0.0000
C -0.725258 -4.096410 3.843939 0.021 0.118 0.109 0.0000
C -1.431362 -4.005609 2.622627 0.033 -0.136 -0.077 0.0000
C -1.166387 -5.776887 -1.076440 -0.045 0.046 -0.077 0.0000
C -0.998853 -6.938847 -0.327335 -0.032 -0.005 0.015 0.0000
C -0.569273 -8.108142 -0.937578 -0.011 -0.014 -0.007 0.0000
C -0.315536 -8.129200 -2.301538 -0.012 0.000 -0.007 0.0000
C -0.503101 -6.981075 -3.056855 -0.005 -0.011 0.001 0.0000
C -0.933506 -5.809774 -2.449245 0.042 0.001 0.016 0.0000
P 0.224913 -0.244045 -1.667265 0.082 0.419 0.120 -0.0055
C 1.955465 -0.812034 -1.668613 -0.035 -0.127 0.066 -0.0003
C 2.484883 -1.520137 -0.592828 0.003 0.007 -0.021 -0.0002
C 3.829377 -1.863762 -0.567622 0.030 0.014 -0.003 -0.0001
C 4.665945 -1.496485 -1.611916 0.001 -0.011 0.030 -0.0002
C 4.152700 -0.785125 -2.688252 0.001 0.033 0.012 0.0001
C 2.805144 -0.446270 -2.719558 0.003 0.044 0.019 -0.0005
C -0.343604 -0.512028 -3.368483 0.059 -0.140 -0.010 -0.0004
C -1.337916 0.315476 -3.886084 -0.005 0.024 -0.031 0.0054
C -1.856838 0.092459 -5.154542 0.035 -0.016 -0.012 0.0008
C -1.381581 -0.962689 -5.917084 -0.025 0.006 0.005 -0.0001
C -0.379414 -1.786988 -5.416611 0.012 0.009 -0.019 0.0002
C 0.138888 -1.565363 -4.152391 0.020 -0.001 0.003 -0.0005
H -0.347714 -1.392518 0.381004 0.040 -0.027 -0.020 -0.0007
H -1.735773 -1.062026 -0.638456 0.012 0.024 0.075 -0.0003
H 0.296312 -3.279747 -1.344076 0.023 0.053 0.066 0.0000
H -1.159552 -2.822116 -2.217778 0.069 -0.080 -0.026 0.0000
H 0.996905 -5.015541 0.519761 0.015 0.035 -0.005 0.0000
H 2.230596 -5.273043 2.637280 0.006 0.002 -0.004 0.0000
H 1.124836 -4.713458 4.778474 0.002 0.001 0.006 0.0000
H -1.271797 -4.116965 4.783959 -0.128 -0.037 -0.070 0.0000
H -2.483933 -3.749119 2.641288 0.015 0.032 -0.009 0.0000
H -1.213899 -6.950240 0.735395 0.004 0.008 -0.002 0.0000
H -0.445157 -9.007136 -0.348931 0.001 -0.004 0.003 0.0000
H 0.011585 -9.043527 -2.777219 0.011 -0.002 -0.001 0.0000
H -0.323502 -6.999285 -4.123487 -0.005 -0.003 -0.004 0.0000
H -1.094431 -4.930938 -3.062769 0.011 0.008 0.001 0.0000
H 1.848772 -1.811760 0.233740 -0.022 -0.015 0.008 0.0000
H 4.228106 -2.422780 0.269133 0.001 -0.007 -0.001 0.0000
H 5.710789 -1.774779 -1.595159 0.007 0.008 0.005 0.0000
H 4.796853 -0.512254 -3.513841 -0.005 -0.005 -0.011 0.0000
H 2.405677 0.070476 -3.586809 -0.011 -0.053 -0.026 0.0000
H -1.728094 1.144137 -3.307537 0.014 -0.009 0.016 0.0053
H -2.625165 0.746607 -5.544371 -0.011 -0.008 -0.004 0.0000
H -1.787853 -1.144831 -6.902841 0.016 0.011 -0.013 0.0000
H 0.000371 -2.601179 -6.019136 -0.002 -0.011 0.007 0.0000
H 0.924812 -2.210760 -3.779377 -0.018 -0.012 0.009 0.0000
```
Forces are in eV/Å.

## Properties
⟨S²⟩ ... 0.768
E ... -6017.63321 Ha
Frontier orbital gap (alpha / beta) ... 0.244 / 0.241 hartree
Total charge ... +3
Molecular weight ... 1047.5 g/mol
F_max ... 0.0241 Eh/bohr
Multiplicity ... 2

Record 2
Molecular formula: C36H44N3PPb
Method: DFT, the ωB97M-V functional and the def2-TZVPD basis

```
85
Properties=species:S:1:pos:R:3:forces:R:3:lowdin_charge:R:1
Pb 0.523616 0.447757 -0.800595 1.323 2.619 0.338 0.9757
N -2.484315 -2.553289 1.851946 -0.579 0.276 -0.294 0.0804
N -0.677192 -2.145015 -0.778308 -1.313 0.044 -2.762 -0.1447
C 3.589624 0.182761 0.628973 -0.553 -0.237 0.972 -0.3352
C 3.560893 -1.183642 1.015003 -0.555 1.066 0.643 -0.2823
C 2.848940 -1.275917 2.240858 -0.061 1.236 -0.664 -0.2753
C 2.637497 -2.490605 3.054499 -0.142 -0.376 0.366 -0.0918
H 3.020786 -3.379860 2.539922 -0.073 -0.011 0.093 0.0573
H 1.574966 -2.658317 3.280006 0.194 -0.070 0.026 0.0485
H 3.164156 -2.410615 4.018584 -0.024 -0.193 0.020 0.0618
C 2.389400 0.026216 2.584701 0.841 -0.461 -1.042 -0.2761
C 1.521377 0.390151 3.724060 -0.287 0.117 0.307 -0.0712
H 1.900324 1.288095 4.232150 -0.119 -0.021 0.135 0.0601
H 1.479036 -0.428611 4.452000 -0.096 0.136 0.044 0.0602
H 0.490183 0.612908 3.401275 0.082 -0.039 0.156 0.0672
C 2.855117 0.930391 1.596871 0.301 -1.264 -0.254 -0.3277
C 2.556167 2.379191 1.570468 -0.078 0.409 0.146 -0.1036
H 1.470540 2.570202 1.538184 0.161 0.069 -0.093 0.0318
H 3.017891 2.873801 0.708905 -0.121 0.015 0.070 0.0546
H 2.928214 2.869100 2.483095 -0.057 0.186 -0.022 0.0621
C 4.153967 -2.307573 0.259510 0.283 -0.345 -0.075 -0.0991
H 5.114572 -2.619721 0.693152 0.124 -0.203 -0.129 0.0579
H 4.339060 -2.024332 -0.781932 -0.011 -0.115 0.017 0.0538
H 3.494643 -3.184859 0.260698 0.077 0.001 -0.097 0.0571
C 4.202129 0.717505 -0.609309 0.158 0.024 -0.449 -0.1247
H 3.521908 0.669062 -1.481537 0.175 0.117 0.080 0.0181
H 5.096396 0.135091 -0.870762 0.019 0.196 -0.079 0.0557
H 4.497704 1.767452 -0.481176 0.018 -0.134 -0.162 0.0551
C -3.053496 -3.248779 2.821736 0.766 -0.759 0.070 -0.2074
H -4.092339 -3.002294 3.048706 0.098 -0.052 0.007 0.0789
C -2.389040 -4.260979 3.545170 -0.434 0.496 -0.042 -0.1342
H -2.914156 -4.741741 4.369883 0.222 -0.045 -0.142 0.0676
C -1.075567 -4.572819 3.179155 0.084 0.405 -0.263 -0.1194
H -0.524552 -5.355421 3.706062 -0.124 0.105 -0.195 0.0869
C -0.487004 -3.851761 2.139876 -0.442 -0.078 0.604 -0.0666
H 0.501778 -4.091681 1.752411 -0.178 0.075 0.266 0.0920
C -1.189277 -2.770556 1.524728 1.044 -0.221 -0.450 -0.2961
C -0.472512 -1.918549 0.568528 -0.424 -0.762 2.547 -0.2550
H 0.516521 -1.537249 0.868740 -0.014 -0.837 -0.261 0.0205
C -0.828111 -1.065780 -1.620631 -0.499 -2.360 -0.118 -0.3806
C -0.594248 -3.333181 -1.556185 0.180 1.152 1.157 -0.0192
H -0.489359 -4.301411 -1.105015 0.057 -0.059 0.075 0.1045
C -0.602152 -2.956099 -2.846382 -0.334 0.138 -0.816 -0.0851
H -0.481423 -3.526589 -3.752718 -0.192 -0.116 0.041 0.0980
N -0.782212 -1.584606 -2.895247 0.210 -0.536 0.062 -0.0600
C -0.764088 -0.645693 -3.978436 0.023 0.512 0.273 -0.1944
C 0.489685 -0.225269 -4.440601 -0.538 0.650 0.311 -0.2410
C 0.604841 1.110332 -4.848645 -0.305 -0.070 -0.250 -0.0436
H 1.583091 1.498863 -5.142482 -0.257 -0.142 0.113 0.1112
C -0.487347 1.985769 -4.809215 -0.017 -0.246 -0.115 -0.2997
C -0.287137 3.460457 -5.028013 0.021 0.075 -0.216 -0.1082
H -0.066415 3.974639 -4.078213 -0.024 -0.220 -0.094 0.0645
H -1.185209 3.924477 -5.456887 0.198 -0.065 0.061 0.0654
H 0.559559 3.640575 -5.701180 -0.167 0.045 0.101 0.0656
C -1.753359 1.492203 -4.461472 0.320 -0.192 -0.151 -0.0385
H -2.615560 2.165146 -4.433796 0.244 -0.195 -0.098 0.1087
C -1.911225 0.165688 -4.069358 0.693 0.095 0.125 -0.2342
C -3.233208 -0.376828 -3.629170 -0.515 0.014 0.111 -0.0664
H -3.423357 -1.363248 -4.074134 0.054 0.185 0.140 0.0780
H -4.029362 0.302486 -3.950667 0.017 -0.089 0.003 0.0703
H -3.310440 -0.475101 -2.538383 0.165 -0.035 -0.221 0.0633
C 1.668778 -1.146302 -4.358866 0.432 -0.071 -0.002 -0.0500
H 1.400545 -2.161849 -4.678231 0.098 0.216 0.096 0.0680
H 2.102187 -1.210638 -3.346402 -0.286 0.057 -0.207 0.0812
H 2.459737 -0.777854 -5.019267 -0.031 -0.071 0.067 0.0733
C -3.273032 1.612777 -0.448860 -0.537 -0.067 0.108 -0.2892
P -1.596131 2.010476 0.134512 1.044 -0.565 -0.375 0.7310
C -1.282948 3.641293 -0.639938 -0.227 0.619 0.253 -0.3490
C -1.788277 2.320755 1.930851 -0.291 0.390 -0.133 -0.3682
C -1.009145 3.296036 2.586712 -0.219 -0.112 0.200 -0.1206
C -1.130509 3.480021 3.967081 -0.050 -0.097 -0.317 -0.1103
C -2.015702 2.692191 4.709732 0.043 0.041 -0.075 -0.1250
C -2.756546 1.691036 4.073015 0.076 0.118 -0.190 -0.1072
C -2.651063 1.508866 2.694450 0.101 0.075 0.078 -0.1032
H -3.495413 0.556565 -0.242171 0.069 0.244 -0.022 0.0359
H -4.008158 2.253336 0.060001 0.024 -0.133 -0.134 0.0388
H -3.339820 1.772106 -1.534544 0.201 -0.035 0.355 0.0259
H -1.415809 3.563360 -1.730284 0.125 -0.229 0.502 0.0175
H -1.975011 4.399181 -0.248480 -0.063 0.146 0.021 0.0250
H -0.251212 3.971874 -0.450807 -0.226 -0.243 -0.093 0.0169
H -0.315727 3.917910 2.011479 -0.273 -0.227 0.245 0.0904
H -0.531086 4.251964 4.455109 -0.176 -0.238 -0.093 0.0935
H -2.131813 2.864862 5.780314 0.090 -0.110 -0.226 0.0837
H -3.426696 1.051886 4.653086 0.191 0.188 -0.179 0.0942
H -3.238097 0.727857 2.202073 0.265 0.193 0.196 0.0958
```
Forces are in eV/Å.

## Properties
Energy relative to the best compared isomer or geometry (same formula, charge and spin) ... 41.1 kJ/mol
E ... -2096.42281 Ha
Frontier orbital gap (alpha / beta) ... 0.102 / 0.097 hartree
Total charge ... -2
Molecular weight ... 756.9 g/mol
F_max ... 0.0595 Eh/bohr
Multiplicity ... 1